Here is C24H13Br3CrN3O6 as an isolated structure from the Open Molecules 2025 dataset. Energies are from ωB97M-V/def2-TZVPD.

Values from the calculation:
DFT total energy	-10304.9029	a.u.
E_LUMO (alpha / beta)	2.355 / 2.005	eV
total charge	-1
2S+1	5
⟨S²⟩	6.0358

Element x y z (Å)
Cr  0.34611  -0.40537  -0.47006
O  -1.84110  -3.64237  -1.45220
C  -1.16058  -2.75606  -0.96925
O  -0.87710  -1.60909  -1.49210
C  -0.50000  -2.95212  0.39269
C  -0.75800  -3.94525  1.31517
C  -0.11408  -3.88682  2.54314
C  0.77509  -2.85088  2.81515
C  0.98433  -1.90071  1.83892
N  0.35536  -1.97371  0.66875
C  1.85575  -0.64927  1.93224
O  2.63267  -0.51210  2.86197
O  1.67176  0.15204  0.93823
H  -1.48027  -4.71206  1.07505
H  -0.31694  -4.63227  3.30115
H  1.29102  -2.75194  3.75971
Br  5.58872  -1.38019  -4.45864
C  4.06211  -1.18077  -3.35080
C  3.91582  -2.03358  -2.24153
C  2.82455  -1.81299  -1.42788
N  1.91047  -0.87503  -1.64567
C  2.04338  -0.05194  -2.74742
C  3.15253  -0.20354  -3.61631
C  1.05510  0.94785  -2.88518
C  0.83673  1.71199  -4.05748
C  -0.16043  2.64155  -4.05685
Br  -0.52402  3.62471  -5.64008
C  -0.94608  2.87430  -2.91668
C  -0.69641  2.07403  -1.81899
N  0.24372  1.13634  -1.78335
H  4.62296  -2.81963  -2.03104
H  2.68175  -2.43235  -0.54991
H  3.28102  0.47232  -4.44872
H  1.41662  1.52645  -4.94966
H  -1.73172  3.61233  -2.90290
H  -1.27356  2.18994  -0.91008
Br  -0.43588  4.28701  4.53990
C  -1.75624  3.21641  3.68674
C  -3.08794  3.58309  3.79336
C  -4.04783  2.80333  3.16689
C  -3.67964  1.67080  2.45515
C  -2.34098  1.32406  2.35344
C  -1.36326  2.10524  2.96470
C  -1.88245  0.12082  1.55611
O  -2.28362  -0.99783  1.84574
O  -1.08757  0.44890  0.59889
H  -3.36675  4.46417  4.35474
H  -5.09187  3.08219  3.23837
H  -4.42530  1.05321  1.97083
H  -0.31800  1.84478  2.85571

Here is C24H14BrCl5NRh as an isolated structure from the Open Molecules 2025 dataset. Energies are from ωB97M-V/def2-TZVPD.

Values from the calculation:
DFT total energy	-5963.1246	a.u.
E_LUMO (alpha / beta)	0.394 / -2.437	eV
total charge	0
2S+1	5
⟨S²⟩	6.0478

Element x y z (Å)
Rh  -0.06388  -1.23109  -0.09077
Cl  2.41470  -2.39883  -2.55551
C  2.86246  -2.29587  -0.87908
C  1.88275  -1.97542  0.05038
C  2.29096  -1.94295  1.37185
Cl  1.03202  -1.54065  2.53377
C  3.58662  -2.18096  1.80327
Cl  4.00495  -2.10531  3.46670
C  4.54430  -2.48167  0.83504
Cl  6.16935  -2.78334  1.30835
C  4.18343  -2.54316  -0.51306
Cl  5.37195  -2.91728  -1.69874
Br  -6.50403  -3.20849  -0.49974
C  -4.67301  -2.71697  -0.41020
C  -3.83313  -3.37453  0.47378
C  -2.49829  -3.00023  0.54203
C  -1.98124  -1.98251  -0.26005
C  -2.85641  -1.35368  -1.15023
C  -4.19741  -1.70650  -1.22881
H  -4.22309  -4.16488  1.10120
H  -1.85432  -3.52107  1.24286
H  -2.50094  -0.55788  -1.79858
H  -4.86518  -1.20540  -1.91682
C  -3.34811  3.08686  1.22089
C  -2.47800  3.68399  0.31477
C  -1.35338  3.01343  -0.12128
C  -1.08310  1.71070  0.34266
C  -1.98495  1.11045  1.24199
C  -3.09631  1.79859  1.68102
N  -0.01169  0.97891  -0.10841
C  1.14574  1.60981  -0.52907
C  1.88400  1.01276  -1.56119
C  3.08418  1.56223  -1.96771
C  3.57791  2.69853  -1.33801
C  2.86112  3.28635  -0.30129
C  1.65050  2.75702  0.10438
H  -4.22711  3.62090  1.55616
H  -2.68819  4.67566  -0.06330
H  -0.70016  3.46423  -0.85562
H  -1.78496  0.10638  1.59354
H  -3.77529  1.32859  2.37945
H  1.49961  0.12395  -2.04312
H  3.63865  1.09253  -2.76947
H  4.52594  3.11921  -1.64560
H  3.25796  4.15613  0.20527
H  1.11305  3.19149  0.93628

Here is a 18-piece molecular cluster, C24H14Cl68O9P2S overall from the Open Molecules 2025 dataset. Energies are from ωB97M-V/def2-TZVPD.

Values from the calculation:
DFT total energy	-33973.8015	a.u.
E_LUMO	-0.228	eV
total charge	0

Element x y z (Å)
O  -0.25095  -2.50777  -4.45123
C  -1.36968  -2.36469  -4.88382
O  -2.39721  -1.79985  -4.15490
C  -3.13802  -2.87500  -3.55277
C  -4.40264  -2.36812  -2.91315
C  -4.24115  -1.58424  -1.58310
C  -2.89548  -1.71675  -0.87645
C  -1.89504  -0.57433  -1.27258
O  -0.75895  -1.10759  -1.93708
S  0.57600  -1.24953  -1.06558
O  1.64336  -0.80098  -1.86383
O  0.64576  -2.63578  -0.75436
O  0.12103  -0.27153  0.10363
C  -1.25431  0.17843  -0.10107
P  -1.08661  2.04598  -0.25528
P  -1.61341  2.69877  -2.24800
O  -2.98723  2.32905  -2.58665
O  -0.55926  2.26250  -3.35441
O  -1.48547  4.29314  -2.24683
H  -1.61317  -2.71464  -5.89966
H  -2.50223  -3.48302  -2.90886
H  -3.44694  -3.53572  -4.37268
H  -5.09337  -3.19564  -2.78410
H  -4.84441  -1.67516  -3.62643
H  -4.98832  -1.98281  -0.90627
H  -4.48793  -0.53451  -1.73131
H  -3.08911  -1.56759  0.18597
H  -2.42940  -2.69181  -0.95523
H  -2.49708  0.03078  -1.94414
H  -1.73123  0.05969  0.86522
H  0.29023  2.31915  -0.14966
H  0.05458  1.60308  -3.00433
H  -2.15677  4.61669  -1.63160
C  -2.21660  -3.89075  2.75681
Cl  -1.69100  -5.51396  3.19455
Cl  -3.91168  -3.94135  2.24225
Cl  -2.06566  -2.82076  4.16166
Cl  -1.20880  -3.28080  1.44375
C  -0.45295  1.56600  -6.16816
Cl  -1.13971  0.33120  -5.11032
Cl  -0.52049  1.00605  -7.84360
Cl  -1.38327  3.05315  -5.98871
Cl  1.23446  1.86425  -5.71938
C  -8.14149  -2.70347  0.72174
Cl  -9.17647  -4.00036  1.32286
Cl  -6.47521  -2.98542  1.24980
Cl  -8.19565  -2.67276  -1.04528
Cl  -8.70151  -1.15503  1.35614
C  0.25557  3.70969  3.58437
Cl  -0.73187  3.23034  4.96804
Cl  0.62230  2.27929  2.61285
Cl  -0.63029  4.87620  2.59548
Cl  1.76754  4.43481  4.14490
C  -1.86953  6.74742  6.32503
Cl  -2.26488  5.58419  7.59406
Cl  -3.04342  6.60781  5.01021
Cl  -1.91408  8.38753  6.97912
Cl  -0.25516  6.38743  5.71280
C  5.73484  5.57980  2.66678
Cl  5.04463  4.40836  1.53603
Cl  4.98248  5.37300  4.25321
Cl  7.47180  5.31522  2.78710
Cl  5.42496  7.21777  2.07875
C  9.70647  6.79271  -0.27310
Cl  9.54036  7.81475  1.15787
Cl  10.20506  7.78172  -1.64798
Cl  10.92064  5.54508  0.03019
Cl  8.15489  6.02337  -0.63692
C  -1.09162  -7.15745  7.00451
Cl  -1.76489  -8.23819  5.77545
Cl  -1.91555  -7.44171  8.55072
Cl  0.64082  -7.45510  7.18811
Cl  -1.33565  -5.48404  6.50376
C  1.87358  -1.05654  -10.66918
Cl  0.13611  -0.74146  -10.80438
Cl  2.14905  -2.80046  -10.62676
Cl  2.70543  -0.36064  -12.06421
Cl  2.49610  -0.32614  -9.18738
C  5.53803  4.12602  -3.81765
Cl  6.05619  2.51655  -4.32800
Cl  3.92080  4.02784  -3.10894
Cl  6.67398  4.75843  -2.61408
Cl  5.50392  5.20584  -5.21435
C  -4.42425  2.01072  5.83973
Cl  -3.77414  0.45359  5.30901
Cl  -6.09276  1.80096  6.37705
Cl  -3.44836  2.63140  7.17963
Cl  -4.37767  3.15342  4.49490
C  -4.77042  5.29283  -5.72822
Cl  -5.87521  6.44494  -4.96544
Cl  -5.64952  4.35052  -6.93908
Cl  -3.45392  6.17486  -6.51496
Cl  -4.10562  4.21118  -4.50755
C  -0.38392  -11.85149  7.25502
Cl  -1.45294  -13.13661  7.82811
Cl  1.26779  -12.17399  7.79505
Cl  -0.42377  -11.79724  5.48743
Cl  -0.92370  -10.30043  7.90059
C  8.26329  2.10093  4.87722
Cl  8.85300  0.51786  5.39276
Cl  6.55697  1.97879  4.43437
Cl  8.44787  3.26011  6.19812
Cl  9.19194  2.65053  3.47975
C  1.70236  -6.44886  -1.39475
Cl  0.76554  -6.94585  0.02315
Cl  2.02585  -7.86193  -2.40954
Cl  0.78878  -5.25534  -2.31103
Cl  3.23233  -5.74177  -0.86723
C  -0.16993  5.73338  11.49496
Cl  -1.33162  6.94997  12.03345
Cl  -0.95342  4.64320  10.34602
Cl  1.19484  6.52977  10.70572
Cl  0.40770  4.81107  12.88624
C  3.68779  -6.43857  -10.67063
Cl  1.95095  -6.13589  -10.80805
Cl  3.97965  -8.18019  -10.62412
Cl  4.51655  -5.73719  -12.06390
Cl  4.29572  -5.69722  -9.18796

Here is a 4-piece molecular cluster, C24H14F4O15 overall from the Open Molecules 2025 dataset. Energies are from ωB97M-V/def2-TZVPD.

Values from the calculation:
structure (SMILES)	O=C1C=C(C(F)(F)C(F)F)C(=O)O1.O=C1C=C(O)C(=O)C=C1O.O=C1C=C(O)C(=O)C=C1O.O=C1C=C(O)C(=O)C=C1O
DFT total energy	-2450.7064	a.u.
E_LUMO	-2.231	eV
total charge	0

Element x y z (Å)
O  -1.97183  -5.12084  -3.29626
C  -0.94330  -4.81751  -2.49272
C  0.56907  -5.41970  -2.69095
C  1.29449  -4.91063  -1.46475
C  2.91771  -5.21235  -1.20126
F  3.39505  -4.50136  0.04228
F  3.22560  -6.66345  -1.14844
C  3.69848  -4.42484  -2.45331
F  2.92534  -3.13771  -2.62212
F  3.69550  -5.23349  -3.71195
C  0.28001  -4.02919  -0.52329
O  0.60049  -3.56008  0.69628
O  -0.94585  -3.88413  -1.32372
H  1.03612  -6.05615  -3.56894
H  4.80246  -4.12646  -2.16897
C  -2.08886  0.94782  0.53198
C  -1.73726  -0.18367  -0.08187
C  -0.32499  -0.44299  -0.47670
O  -0.02897  -1.50015  -1.02241
C  0.67235  0.60116  -0.19443
C  0.31991  1.73404  0.41631
C  -1.08694  1.98118  0.83565
O  -1.37691  3.02439  1.41167
O  1.25159  2.72068  0.68220
O  -2.67389  -1.15840  -0.37296
H  -3.11129  1.14835  0.82651
H  1.69176  0.40743  -0.50267
H  0.75160  3.43783  1.12965
H  -2.17278  -1.87800  -0.81493
C  -4.50180  4.31092  0.23699
C  -5.13372  5.47837  0.10112
C  -6.31076  5.62066  -0.79997
O  -6.88253  6.70141  -0.88975
C  -6.74251  4.43827  -1.56166
C  -6.10830  3.27181  -1.42826
C  -4.94883  3.12297  -0.50651
O  -4.39773  2.03338  -0.39135
O  -6.50708  2.15729  -2.14311
O  -4.71768  6.59997  0.79469
H  -3.64636  4.19283  0.89013
H  -7.58813  4.56004  -2.22636
H  -5.89341  1.44011  -1.87190
H  -5.33508  7.31550  0.52801
C  3.76293  -0.40212  1.34816
C  3.64916  0.82222  1.86658
C  4.46579  1.24536  3.03778
O  4.35306  2.38311  3.48032
C  5.38638  0.26099  3.62781
C  5.49745  -0.96441  3.11137
C  4.70114  -1.37810  1.92356
O  4.83850  -2.50531  1.46022
O  6.35867  -1.89536  3.66259
O  2.76753  1.74411  1.33276
H  3.17715  -0.72219  0.49567
H  5.96079  0.57578  4.48960
H  6.25898  -2.70170  3.11088
H  2.87169  2.55230  1.88073

Calculated maximum force (eV/A), listed in the same order as above: 1.41, 0.32, 3.26, 9.80